CH3NO2S2 | ωB97M-V with the def2-TZVPD basis set

The energy comes out at -1041.30691 Eh. The largest force on an atom comes out at 4.9 eV Å⁻¹. The HOMO energy comes out at -9.023 eV. The LUMO energy is -1.94 eV.

```
! RIJCOSX wB97M-V def2-TZVPD def2/J DEFGRID3
* xyz 0 1
C 1.594 -0.535 -0.376
N 0.757 -0.463 0.515
O 1.013 -1.153 1.750
O -0.384 0.121 0.401
S 2.446 -0.279 -1.662
S -2.376 1.431 -1.367
H 0.502 -0.760 2.391
H -2.053 0.174 -1.313
H -1.498 1.464 -0.340
*
```